[1]
# C2H3N3

The molecule C2H3N3 at a distorted geometry (ωB97M-V/def2-TZVPD, the OMol25 dataset).

The value obtained for the strongest force on any atom is 8.067 eV/A. For the LUMO energy, the calculation gives 0.6 eV. The calculated total energy is -6590.2895 eV. The value obtained for the HOMO energy is -10.28 eV.

```
8
Properties=species:S:1:pos:R:3:forces:R:3
C -0.81324 -0.77658 0.16056 -2.98 0.70 -0.06
N -1.41195 0.40134 0.19644 -0.46 -0.52 0.03
N -0.46945 1.36503 0.07456 1.10 -0.26 -0.54
C 0.70031 0.75049 -0.01787 -2.28 0.62 2.12
N 0.47889 -0.65336 0.18229 6.95 1.67 -3.74
H -1.30381 -1.73167 0.19056 -0.23 0.00 0.04
H 1.66298 1.25331 0.01237 -0.16 -0.39 -0.12
H 1.15628 -0.60857 -0.79892 -1.94 -1.83 2.28
```
Positions in Å, forces in eV/Å.


[2]
# C2H3N3

The molecule C2H3N3 at a distorted geometry (ωB97M-V/def2-TZVPD, the OMol25 dataset).

The value obtained for the strongest force on any atom is 6.804 eV/A. For the LUMO energy, the calculation gives 0.5 eV. The calculated total energy is -6591.5233 eV. The value obtained for the HOMO energy is -10.40 eV.

```
8
Properties=species:S:1:pos:R:3:forces:R:3
H 1.24648 1.46994 -0.01485 0.59 0.81 -0.09
N 0.23495 1.49224 -0.02604 0.62 1.11 0.39
C -0.07649 0.29201 0.04583 -2.52 -2.13 -0.89
N 0.72765 -0.81043 -0.06397 2.76 -1.77 0.47
C -1.58717 0.01074 -0.01447 -5.08 0.74 0.30
N -2.79948 0.05176 -0.02984 6.78 -0.54 0.05
H 0.43859 -1.78997 0.14525 -0.08 1.64 -0.22
H 1.81547 -0.71629 -0.04191 -3.07 0.14 -0.01
```
Positions in Å, forces in eV/Å.


[3]
# C2H3N3

The molecule C2H3N3 at a distorted geometry (ωB97M-V/def2-TZVPD, the OMol25 dataset).

The value obtained for the strongest force on any atom is 1.739 eV/A. For the LUMO energy, the calculation gives -1.3 eV. The calculated total energy is -6589.0071 eV. The value obtained for the HOMO energy is -9.67 eV.

```
8
Properties=species:S:1:pos:R:3:forces:R:3
N -1.00225 0.71982 0.00762 0.30 -0.12 0.02
C -0.80689 -0.53808 -0.10453 0.20 0.00 0.01
N 0.46477 -1.07723 -0.08119 0.09 0.13 0.03
C 1.26190 -0.04765 0.07566 0.21 0.56 0.05
N 1.26504 1.19600 0.20794 -1.68 -0.43 -0.16
H -1.97920 1.01871 -0.02068 0.49 0.11 0.05
H -1.59959 -1.28612 -0.22541 0.15 0.31 0.03
H 2.39623 0.01454 0.14059 0.23 -0.56 -0.03
```
Positions in Å, forces in eV/Å.


[4]
# C2H3N3

The molecule C2H3N3 at a distorted geometry (ωB97M-V/def2-TZVPD, the OMol25 dataset).

The value obtained for the strongest force on any atom is 6.991 eV/A. For the LUMO energy, the calculation gives 0.9 eV. The calculated total energy is -6591.1669 eV. The value obtained for the HOMO energy is -10.09 eV.

```
8
Properties=species:S:1:pos:R:3:forces:R:3
C -1.23514 -0.46485 -0.07659 6.89 -0.68 0.95
N 0.02598 -1.23452 -0.03629 -2.91 -1.67 -0.27
C 0.96348 -0.39413 -0.01671 0.70 3.51 0.44
N 0.35128 0.89509 -0.10638 2.62 2.07 1.35
N -1.01811 0.77641 0.07858 1.40 1.93 -1.77
H -2.08748 -0.95382 -0.01071 -3.93 -1.90 0.18
H 2.09475 -0.50815 0.25695 -2.41 0.09 -1.10
H 0.90524 1.88399 -0.08884 -2.36 -3.34 0.21
```
Positions in Å, forces in eV/Å.


[5]
# C2H3N3O

The molecule C2H3N3O (ωB97M-V/def2-TZVPD, the OMol25 dataset).

The value obtained for the strongest force on any atom is 0.923 eV/A. For the LUMO energy, the calculation gives -0.2 eV. The calculated total energy is -8636.6022 eV. The value obtained for the HOMO energy is -9.87 eV.

```
9
Properties=species:S:1:pos:R:3:forces:R:3
C -1.68421 -0.17593 0.25812 -0.27 0.10 0.06
N -0.33880 -0.60644 -0.02489 0.80 0.28 -0.37
C 0.65290 -0.09745 -0.45506 -0.42 -0.15 0.13
N 1.64266 0.39951 -1.04302 -0.23 -0.16 -0.12
N 2.84929 0.64042 -0.36156 0.00 -0.34 0.65
O 2.97602 0.02826 0.65842 0.00 0.31 -0.41
H -1.68989 0.79496 0.75932 0.00 -0.13 -0.02
H -2.22455 -0.08929 -0.68813 0.02 -0.02 0.13
H -2.18470 -0.91687 0.88073 0.10 0.09 -0.05
```
Positions in Å, forces in eV/Å.


[6]
# C2H3N3O

The molecule C2H3N3O at a distorted geometry (ωB97M-V/def2-TZVPD, the OMol25 dataset).

The value obtained for the strongest force on any atom is 4.074 eV/A. For the LUMO energy, the calculation gives 0.6 eV. The calculated total energy is -8638.4929 eV. The value obtained for the HOMO energy is -10.60 eV.

```
9
Properties=species:S:1:pos:R:3:forces:R:3
N -3.42680 -0.33847 -0.58375 -0.73 -0.38 -0.35
C -2.46887 0.05181 -0.09413 -0.25 -0.16 -0.25
N -1.39996 0.63423 0.42504 3.99 -0.39 -0.73
N -0.06126 0.21832 -0.24061 -3.18 1.78 1.56
C 0.31245 -1.07191 -0.35180 0.49 -0.32 -0.24
O -0.22602 -2.00859 0.16378 -0.23 -0.26 0.20
H -1.29875 0.54272 1.42941 0.01 -0.11 -0.14
H 0.30732 0.96397 -0.80603 -0.01 -0.08 -0.07
H 1.23421 -1.13641 -0.96354 -0.09 -0.08 0.02
```
Positions in Å, forces in eV/Å.


[7]
# C2H3N3O

The molecule C2H3N3O (ωB97M-V/def2-TZVPD, the OMol25 dataset).

The value obtained for the strongest force on any atom is 0.589 eV/A. For the LUMO energy, the calculation gives 0.9 eV. The calculated total energy is -8637.1680 eV. The value obtained for the HOMO energy is -10.39 eV.

```
9
Properties=species:S:1:pos:R:3:forces:R:3
H -0.78475 0.04270 2.17873 -0.06 -0.08 -0.06
N -0.65477 -0.37193 1.25690 0.18 0.32 -0.11
C 0.04728 0.39094 0.53964 -0.10 -0.28 0.01
O 0.52664 1.59694 0.89407 0.03 -0.03 -0.11
N 0.45231 0.08438 -0.80557 -0.02 0.39 0.07
C -0.25788 -0.99595 -1.37099 0.43 -0.30 0.20
N 0.80340 -1.46794 -0.94754 -0.51 0.01 -0.29
H 1.05104 1.92580 0.14658 -0.05 -0.03 0.12
H -1.18328 -1.20493 -1.89183 0.11 0.01 0.16
```
Positions in Å, forces in eV/Å.


[8]
# C2H3N3O

A cluster of 2 separate species, C2H3N3O in total at a distorted geometry (ωB97M-V/def2-TZVPD, the OMol25 dataset).

The value obtained for the strongest force on any atom is 1.839 eV/A. For the LUMO energy, the calculation gives 0.7 eV. The calculated total energy is -8632.9185 eV. The value obtained for the HOMO energy is -9.04 eV.

```
9
Properties=species:S:1:pos:R:3:forces:R:3
C 1.57074 0.06515 0.55761 -0.49 -0.13 0.85
N 0.96870 -0.05388 1.63765 1.01 -0.27 0.24
N 0.33756 0.69432 0.44397 -1.13 0.97 -0.91
H 2.43927 -0.17511 -0.00617 0.49 -0.19 -0.20
H 0.39148 1.71001 0.55987 0.31 -0.09 0.29
C -1.45240 -0.58099 -0.54520 0.07 -0.09 -0.77
N -0.89333 -1.33419 -1.35507 0.44 -1.66 0.64
O -1.46326 0.08342 -1.69854 -0.63 1.64 -0.56
H -1.89876 -0.40873 0.40587 -0.07 -0.18 0.42
```
Positions in Å, forces in eV/Å.